No. 1
{"formula": "C10H14BN7O2Pt", "method": "ωB97M-V/def2-TZVPD", "elements": ["N", "C", "H", "C", "C", "C", "C", "C", "H", "C", "C", "H", "O", "H", "N", "C", "N", "H", "N", "O", "H", "H", "H", "H", "H", "H", "N", "Pt", "N", "B", "C", "H", "H", "N", "H"], "xyz": [[-1.218, -0.151, -2.097], [-2.469, -0.565, -2.385], [-0.922, -3.350, 1.170], [-2.646, -0.463, -3.765], [0.036, 2.637, -0.136], [0.951, 3.163, -2.117], [2.299, -1.886, -1.248], [2.825, -0.872, -3.183], [-2.179, -2.631, 2.256], [0.523, 3.704, -0.910], [3.207, -1.886, -2.313], [1.162, 1.347, -4.253], [-2.573, 1.735, 1.848], [-1.464, -1.640, 0.958], [-2.384, 0.618, 1.410], [-1.776, -2.667, 1.236], [0.150, 1.516, -0.891], [-2.572, -2.998, 0.567], [-0.582, 0.180, -3.253], [-1.864, 0.617, 0.145], [3.244, -0.445, -4.075], [0.526, 4.743, -0.614], [-3.532, -0.696, -4.311], [-0.491, 2.601, 0.801], [2.260, -2.405, -0.293], [1.344, 3.578, -3.041], [1.691, -0.336, -2.696], [-0.229, -0.435, -0.389], [1.355, -0.966, -1.520], [0.836, 0.809, -3.243], [-1.442, 0.028, -4.267], [-3.129, -0.812, -1.573], [4.048, -2.536, -2.441], [0.776, 1.824, -2.064], [-1.091, 0.313, -5.251]], "lowdin_spin": [0.22, 0.02, 0.00, 0.01, 0.03, 0.00, 0.00, 0.18, 0.00, 0.01, 0.33, 0.00, 0.57, 0.03, 0.33, 0.04, 0.22, 0.00, 0.02, 0.20, 0.00, 0.00, 0.00, 0.00, 0.00, 0.00, 0.08, 1.36, 0.32, 0.00, 0.00, 0.00, 0.01, 0.02, 0.00], "homo_ev": [-15.25, -15.78], "lumo_ev": [-8.73, -11.65], "s2": 6.047, "e_tot_ha": -1066.5088, "spin_multiplicity": 5, "total_charge": 2}

=====

No. 2
{"formula": "C10H14BrN3O3", "method": "ωB97M-V/def2-TZVPD", "elements": ["H", "H", "Br", "H", "N", "C", "C", "H", "H", "C", "C", "O", "C", "C", "H", "H", "O", "C", "N", "C", "O", "H", "H", "H", "C", "H", "H", "C", "H", "H", "N"], "xyz": [[0.818, 4.385, -1.469], [0.889, 4.273, 0.256], [6.102, 0.168, -0.557], [-1.993, -3.923, -1.985], [1.260, -1.153, 0.476], [-0.787, 0.020, 0.033], [4.609, -0.551, 0.158], [-2.490, 1.309, -0.117], [1.114, -1.488, -0.474], [-0.866, 2.460, 0.684], [3.643, -1.055, 0.663], [-0.202, -2.152, -1.660], [-1.654, 1.158, 0.568], [2.418, -1.609, 1.213], [-2.643, -3.607, -0.364], [2.475, -2.704, 1.188], [-0.912, 2.614, -1.727], [0.342, -0.339, 1.021], [0.488, 3.971, -0.613], [-1.283, -2.118, -1.100], [0.386, 0.069, 2.165], [-3.241, -2.688, -1.752], [-1.492, 3.219, 1.160], [-0.329, 0.313, -0.919], [-0.449, 2.996, -0.676], [-2.505, -1.185, 0.247], [-2.031, 0.881, 1.554], [-2.362, -3.154, -1.312], [0.012, 2.307, 1.311], [2.298, -1.270, 2.248], [-1.615, -1.149, -0.224]], "lowdin_charge": [0.11, 0.10, 0.75, 0.08, 0.08, -0.22, -0.65, 0.12, 0.11, -0.11, -0.10, 0.04, -0.14, -0.17, 0.08, 0.13, 0.06, -0.44, 0.16, -0.52, 0.06, 0.08, 0.13, 0.15, -0.55, 0.15, 0.12, 0.01, 0.11, 0.13, 0.11], "homo_ev": -9.32, "lumo_ev": 0.69, "smiles": "CC(=O)N[C@@H](CCC(N)=O)C(=O)NCC#CBr", "e_tot_ha": -3353.4627, "spin_multiplicity": 1, "total_charge": 0}

=====

No. 3
{"formula": "C10H14Cl19NO4P", "method": "ωB97M-V/def2-TZVPD", "elements": ["Cl", "H", "H", "Cl", "Cl", "P", "C", "H", "Cl", "Cl", "C", "H", "H", "H", "H", "Cl", "Cl", "H", "Cl", "O", "N", "C", "C", "H", "Cl", "C", "Cl", "Cl", "O", "C", "H", "H", "Cl", "C", "Cl", "C", "Cl", "Cl", "C", "O", "Cl", "H", "Cl", "C", "Cl", "H", "O", "H", "Cl"], "xyz": [[6.377, 0.951, -5.874], [-3.454, -0.759, -0.742], [1.385, 0.350, 0.004], [-4.823, 2.600, 1.758], [-7.723, 2.387, 1.872], [-1.692, -2.039, 0.607], [-3.461, -1.712, -0.088], [-0.500, 5.000, 0.617], [6.410, -0.400, -2.990], [1.239, -4.546, -2.631], [5.926, 2.596, -5.394], [-4.116, 2.655, 5.227], [-1.047, -0.077, -0.781], [-6.146, 0.657, 1.655], [2.345, -4.774, -4.694], [4.073, -5.078, -3.129], [5.069, 2.584, -3.845], [1.179, -0.757, 1.482], [-1.871, 1.985, 5.447], [-6.251, -2.483, 0.876], [-5.724, -1.495, 0.416], [2.113, -2.726, 0.262], [2.601, -4.305, -3.745], [-1.817, -2.369, 1.998], [4.454, 0.362, -0.975], [-6.191, 1.579, 2.232], [-1.004, -3.767, -0.379], [7.358, 3.631, -5.303], [1.669, -3.228, 1.368], [0.909, -0.662, 0.369], [5.257, 3.002, -6.152], [6.570, -0.619, -0.654], [-2.110, 3.376, 1.175], [-0.690, -0.478, 0.251], [-2.921, 4.678, 5.109], [-3.247, 3.059, 5.746], [-3.614, 3.132, 7.475], [0.475, 2.985, -0.111], [5.769, -0.754, -1.380], [1.457, -1.696, -0.490], [0.337, 4.042, 2.596], [-0.987, 0.325, 1.050], [5.210, -2.432, -1.289], [-0.455, 3.986, 1.016], [-6.093, 1.167, 3.951], [-3.761, -2.642, -0.695], [-4.448, -1.512, 0.966], [3.087, -3.199, -0.157], [2.877, -2.581, -4.031]], "lowdin_charge": [0.50, 0.13, 0.10, 0.48, 0.56, 0.81, -0.29, 0.03, 0.51, 0.50, -1.52, -0.05, 0.12, -0.03, 0.02, 0.53, 0.49, 0.15, 0.49, 0.11, 0.00, -0.25, -1.50, 0.07, 0.52, -1.52, 0.38, 0.53, -0.03, -0.23, 0.02, 0.03, 0.47, -0.28, 0.52, -1.55, 0.54, 0.54, -1.48, -0.16, 0.54, 0.12, 0.53, -1.50, 0.56, 0.11, -0.22, 0.10, 0.53], "homo_ev": -12.71, "lumo_ev": -4.56, "e_tot_ha": -9829.6868, "spin_multiplicity": 1, "total_charge": 1}

=====

No. 4
{"formula": "C10H14F5HgNSi", "method": "ωB97M-V/def2-TZVPD", "elements": ["C", "H", "C", "H", "C", "F", "C", "C", "H", "H", "F", "C", "F", "C", "C", "H", "C", "H", "H", "H", "C", "H", "H", "F", "Hg", "H", "H", "Si", "H", "H", "N", "F"], "xyz": [[-0.577, -2.762, 0.071], [3.558, -0.556, 0.212], [2.596, -0.914, 0.533], [2.387, -0.156, 2.596], [-1.588, -1.840, -0.633], [0.325, 4.136, 1.946], [-0.846, 0.572, -0.656], [1.998, -0.715, 1.766], [1.833, -2.175, -1.237], [1.623, 1.467, -1.585], [-1.121, 2.615, 1.509], [1.690, -1.762, -0.254], [0.966, 2.148, 1.426], [0.777, -1.394, 1.725], [0.058, 3.113, 1.181], [-2.236, -2.480, -1.240], [-0.963, -0.724, -1.466], [-1.013, -3.186, 0.973], [0.042, -1.442, 2.512], [-0.367, 2.250, -2.769], [0.111, 3.466, -0.320], [-2.206, -1.353, 0.142], [0.018, -1.069, -1.821], [1.187, 4.254, -0.494], [-4.006, -2.711, 0.569], [-1.848, 0.953, -0.480], [-0.260, -3.583, -0.560], [0.220, 1.910, -1.464], [-1.548, -0.545, -2.363], [-0.416, 0.321, 0.317], [0.610, -2.010, 0.465], [-1.003, 4.170, -0.603]], "lowdin_charge": [-0.10, 0.15, 0.14, 0.15, -0.30, 0.23, -0.31, 0.03, 0.17, -0.01, 0.18, 0.09, 0.11, 0.15, -0.63, 0.07, -0.22, 0.11, 0.17, 0.01, -0.54, -0.02, 0.10, 0.10, 0.86, 0.10, 0.15, 0.85, 0.13, 0.05, -0.05, 0.10], "homo_ev": -15.90, "lumo_ev": -12.97, "e_tot_ha": -1385.6442, "spin_multiplicity": 1, "total_charge": 2}

=====

No. 5
{"formula": "C10H14F6KO6", "method": "ωB97M-V/def2-TZVPD", "elements": ["C", "F", "H", "H", "K", "H", "C", "H", "O", "F", "F", "H", "H", "H", "H", "C", "C", "H", "H", "C", "F", "O", "F", "F", "C", "H", "C", "H", "H", "O", "O", "C", "C", "C", "O", "O", "H"], "xyz": [[0.743, -2.841, -1.213], [-2.820, 2.700, 1.418], [-2.597, -0.864, 5.158], [-2.521, -1.591, 3.633], [-0.887, 1.038, -1.129], [0.019, -4.375, -3.916], [-1.869, 2.636, 2.316], [2.599, -4.297, -3.860], [-1.013, 0.919, 3.906], [2.127, -2.614, 0.554], [-0.763, 3.348, 1.953], [0.028, -2.635, -3.673], [-0.044, -0.339, 5.167], [0.393, 5.349, -0.612], [0.497, 6.098, -2.792], [-1.419, 1.205, 2.560], [1.154, -3.385, 0.179], [2.526, -2.464, -3.725], [1.108, 3.758, -0.973], [2.034, -3.383, -4.044], [1.667, -4.657, 0.061], [-1.373, 0.425, 1.622], [-2.374, 3.148, 3.395], [0.157, -3.293, 1.000], [0.417, 4.524, -1.324], [-1.639, -2.360, 4.739], [0.587, -3.551, -3.485], [-0.004, -0.864, 3.416], [1.890, 5.444, -2.466], [0.195, -1.713, -1.328], [-0.859, 3.902, -1.291], [-1.884, -1.331, 4.478], [-0.598, -0.460, 4.236], [0.888, 5.085, -2.702], [0.785, 4.424, -3.976], [0.802, -3.787, -2.162], [2.048, -3.197, -5.118]], "lowdin_charge": [-0.28, 0.20, 0.07, 0.07, 0.79, 0.13, -0.61, 0.08, -0.02, 0.21, 0.17, 0.12, 0.12, 0.06, 0.05, -0.27, -0.59, 0.09, 0.04, -0.04, 0.13, 0.07, 0.20, 0.22, -0.48, 0.07, -0.22, 0.11, 0.04, 0.06, -0.51, -0.07, -0.15, -0.49, -0.47, 0.01, 0.07], "homo_ev": -0.81, "lumo_ev": 1.56, "e_tot_ha": -2039.8787, "spin_multiplicity": 1, "total_charge": -1}

=====

No. 6
{"formula": "C10H14IOP", "method": "ωB97M-V/def2-TZVPD", "elements": ["P", "H", "C", "H", "C", "I", "H", "H", "H", "C", "C", "H", "H", "C", "C", "H", "O", "H", "H", "C", "H", "C", "C", "H", "C", "H", "H"], "xyz": [[1.212, 0.569, 0.506], [-1.822, -0.323, 1.441], [-0.509, 1.304, 0.721], [-0.508, -1.939, 0.372], [-1.309, 0.589, 1.832], [2.234, -0.842, 3.636], [3.230, -2.399, -2.793], [0.816, 3.054, 1.093], [-2.152, 1.621, -0.579], [0.179, -1.908, -0.389], [-0.190, 2.741, 1.191], [-1.990, 1.318, 2.214], [-0.330, 2.602, 2.242], [0.308, -3.074, -1.217], [2.332, -1.152, -1.343], [-1.166, 0.026, -0.829], [2.287, 1.426, 0.034], [-0.856, 3.556, 0.775], [3.110, -0.386, -1.422], [-1.114, 1.122, -0.678], [-0.493, -3.886, -1.259], [1.234, -0.984, -0.454], [1.382, -3.195, -2.096], [1.437, -4.035, -2.785], [2.356, -2.221, -2.201], [-0.758, 1.692, -1.572], [-0.809, 0.157, 2.755]], "lowdin_charge": [0.89, 0.08, -0.63, 0.07, -0.10, -0.29, 0.11, 0.05, 0.12, -0.08, -0.07, 0.07, 0.07, -0.05, -0.06, 0.06, -0.31, 0.12, 0.11, -0.09, 0.13, -0.31, -0.09, 0.11, -0.08, 0.11, 0.06], "homo_ev": [-8.20, -8.17], "lumo_ev": [-1.95, -2.06], "e_tot_ha": -1103.6803, "spin_multiplicity": 1, "total_charge": 0}